Entry 1:
Molecular formula: C3H3CaO3
Method: DFT, ωB97M-V/def2-TZVPD

- HOMO-LUMO gap (spin up / spin down): 6.00 / 5.89 eV
- Energy above the lowest of the compared OMol25 structures with the same formula, charge and spin: 1.276 eV
- 2S+1: 2
- LUMO energy (spin up / spin down): -0.050 / -0.058 hartree

Geometry (Å):
1 O -0.05 -1.73 -0.48
2 O 1.27 0.64 1.16
3 C 0.40 1.60 0.88
4 C -0.58 1.49 -0.07
5 O -0.86 -3.51 -1.83
6 C -0.37 -3.04 -0.86
7 Ca 1.50 -1.30 0.77
8 H 0.44 2.50 1.51
9 H -0.29 1.23 -1.10
10 H -1.47 2.12 0.03

***

Entry 2:
Molecular formula: C2H7N3O
Method: DFT, ωB97M-V/def2-TZVPD

- HOMO-LUMO gap: 9.56 eV
- Energy above the lowest of the compared OMol25 structures with the same formula, charge and spin: 3.542 eV
- SMILES: CC(=O)N(N)N
- LUMO energy: 0.030 hartree

Geometry (Å):
1 C 1.54 1.22 0.30
2 C 1.33 -0.18 -0.01
3 O 2.10 -1.01 -0.32
4 N -0.17 -0.64 0.49
5 N -0.25 -2.04 0.21
6 N -1.07 0.11 -0.20
7 H 1.83 1.26 1.34
8 H 0.75 1.79 -0.20
9 H 2.47 1.57 -0.23
10 H 0.62 -2.34 0.45
11 H -0.36 -2.20 -0.79
12 H -1.99 -0.11 0.21
13 H -1.04 -0.27 -1.18

***

Entry 3:
Molecular formula: C5H5FN
Method: DFT, ωB97M-V/def2-TZVPD

- HOMO-LUMO gap: 7.36 eV
- Energy above the lowest of the compared OMol25 structures with the same formula, charge and spin: 3.561 eV
- SMILES: CC1=CC=[N+]=C1F
- LUMO energy: -0.306 hartree
- Total charge: +1

Geometry (Å):
1 C -0.79 0.52 -1.49
2 C -0.12 0.07 -0.26
3 C 0.39 0.78 0.79
4 C 0.99 -0.19 1.76
5 N 0.80 -1.40 1.43
6 C 0.06 -1.30 0.11
7 F -0.32 -2.35 -0.49
8 H -0.39 1.47 -1.83
9 H -1.86 0.68 -1.30
10 H -0.71 -0.21 -2.29
11 H 0.38 1.85 0.94
12 H 1.56 0.08 2.64

***

Entry 4:
Molecular formula: C5H4S
Method: DFT, ωB97M-V/def2-TZVPD

- HOMO-LUMO gap: 8.15 eV
- Energy above the lowest of the compared OMol25 structures with the same formula, charge and spin: 5.545 eV
- LUMO energy: -0.017 hartree

Geometry (Å):
1 C -0.56 0.28 -0.99
2 C -1.44 0.03 -1.88
3 C -0.05 0.00 1.03
4 C 0.10 -0.93 -0.15
5 C 0.32 0.99 -0.05
6 S 1.67 -0.15 -0.78
7 H -1.22 -0.03 1.34
8 H 0.65 -0.27 1.84
9 H -0.01 -1.92 -0.35
10 H 0.53 2.00 0.01

***

Entry 5:
Molecular formula: C8H5N2O4S
Method: DFT, ωB97M-V/def2-TZVPD

- HOMO-LUMO gap: 7.66 eV
- Energy above the lowest of the compared OMol25 structures with the same formula, charge and spin: 5.597 eV
- SMILES: N#CS[C@@]1([N+](=O)[O-])C=C(C(=O)[O-])C=CC1
- LUMO energy: 0.093 hartree
- Total charge: -1

Geometry (Å):
1 N -3.66 -1.36 1.09
2 C -2.84 -0.61 1.37
3 S -1.56 0.52 1.54
4 C -0.99 0.36 -0.11
5 N -1.77 1.21 -0.99
6 O -1.62 1.03 -2.19
7 O -2.56 2.02 -0.46
8 C 0.66 1.08 -0.27
9 C 1.66 0.34 0.14
10 C 3.17 1.03 0.22
11 O 3.71 0.74 1.31
12 O 3.43 1.71 -0.77
13 C 1.42 -0.90 0.69
14 C 0.37 -1.67 0.29
15 C -0.66 -1.02 -0.63
16 H 0.64 2.06 -0.66
17 H 2.15 -1.40 1.18
18 H 0.29 -2.70 0.55
19 H -0.16 -0.75 -1.60
20 H -1.69 -1.68 -0.69

***

Entry 6:
Molecular formula: CHNO2S
Method: DFT, ωB97M-V/def2-TZVPD

- HOMO-LUMO gap (spin up / spin down): 7.78 / 7.78 eV
- Energy above the lowest of the compared OMol25 structures with the same formula, charge and spin: 1.006 eV
- SMILES: N=C=O.O=S
- LUMO energy (spin up / spin down): -0.061 / -0.061 hartree

Geometry (Å):
1 N -0.31 0.52 0.79
2 C -1.45 0.29 1.06
3 O -2.59 0.11 1.10
4 H 0.51 0.91 0.90
5 O 1.39 -1.41 -1.97
6 S 2.46 -0.42 -1.88

***

Entry 7:
Molecular formula: C27H53NO11S4
Method: DFT, ωB97M-V/def2-TZVPD

- HOMO-LUMO gap: 9.99 eV
- SMILES: O=S1(=O)CCCC1.O=S1(=O)CCCC1.O=S1(=O)CCCC1.O=S1(=O)CCCC1.CC(C)=O.CC(C)=O.CC(C)=O.CC#N
- LUMO energy: 0.003 hartree

Geometry (Å):
1 O -1.76 -4.66 -3.46
2 S -0.99 -4.93 -2.28
3 O 0.38 -5.42 -2.43
4 C -0.92 -3.48 -1.17
5 C -2.00 -3.76 -0.17
6 C -1.87 -5.24 0.21
7 C -1.95 -5.98 -1.11
8 H -1.09 -2.69 -1.91
9 H 0.07 -3.33 -0.75
10 H -1.96 -3.06 0.67
11 H -2.99 -3.61 -0.60
12 H -2.63 -5.46 0.95
13 H -0.89 -5.45 0.64
14 H -2.94 -5.87 -1.57
15 H -1.73 -7.04 -1.17
16 O 4.51 1.11 -6.13
17 S 4.93 0.08 -5.23
18 O 6.02 -0.82 -5.55
19 C 5.30 0.78 -3.60
20 C 4.04 0.59 -2.78
21 C 3.46 -0.79 -3.14
22 C 3.52 -0.93 -4.68
23 H 5.64 1.81 -3.70
24 H 6.17 0.21 -3.27
25 H 4.26 0.65 -1.71
26 H 3.30 1.36 -2.97
27 H 2.45 -0.85 -2.74
28 H 4.05 -1.60 -2.71
29 H 2.59 -0.62 -5.16
30 H 3.70 -1.99 -4.88
31 O 6.65 1.35 4.00
32 S 5.87 2.16 4.93
33 O 6.53 3.02 5.87
34 C 4.68 3.11 3.93
35 C 3.50 2.14 3.74
36 C 3.33 1.33 5.05
37 C 4.65 1.06 5.75
38 H 5.16 3.39 3.00
39 H 4.35 3.98 4.50
40 H 2.53 2.54 3.44
41 H 3.76 1.53 2.87
42 H 2.90 0.41 4.65
43 H 2.64 1.89 5.67
44 H 5.02 0.04 5.69
45 H 4.65 1.47 6.76
46 O -2.58 -0.49 -3.03
47 S -3.87 -1.17 -2.99
48 O -4.10 -2.22 -2.02
49 C -5.17 0.08 -2.96
50 C -5.94 -0.12 -4.26
51 C -4.93 -0.61 -5.33
52 C -4.23 -1.75 -4.64
53 H -4.70 1.06 -2.99
54 H -5.75 0.01 -2.04
55 H -6.70 -0.90 -4.16
56 H -6.46 0.77 -4.60
57 H -4.22 0.19 -5.55
58 H -5.45 -0.85 -6.25
59 H -3.32 -2.26 -4.98
60 H -4.94 -2.56 -4.43
61 C 1.72 0.99 0.51
62 C 0.40 1.16 -0.22
63 C -0.40 -0.11 -0.38
64 O 0.00 2.24 -0.59
65 H 2.48 0.68 -0.21
66 H 1.56 0.20 1.24
67 H 2.15 1.88 0.98
68 H -1.20 -0.13 0.36
69 H 0.19 -1.02 -0.33
70 H -0.84 -0.05 -1.38
71 C -2.75 5.05 1.50
72 C -1.59 4.15 1.82
73 C -0.22 4.76 1.63
74 O -1.76 3.01 2.19
75 H -3.72 4.60 1.70
76 H -2.68 5.26 0.43
77 H -2.64 5.99 2.04
78 H -0.04 5.10 0.61
79 H 0.55 4.03 1.91
80 H -0.05 5.56 2.35
81 C -0.64 -1.67 4.66
82 C 0.33 -0.82 3.88
83 C -0.18 0.58 3.63
84 O 1.39 -1.23 3.46
85 H -0.82 -1.28 5.66
86 H -0.28 -2.70 4.79
87 H -1.59 -1.68 4.11
88 H -1.15 0.51 3.15
89 H 0.45 1.20 2.99
90 H -0.37 1.16 4.54
91 C -3.73 1.23 0.63
92 C -3.82 0.07 1.52
93 N -3.86 -0.85 2.21
94 H -2.93 1.28 -0.10
95 H -3.75 2.06 1.34
96 H -4.69 1.20 0.11

***

Entry 8:
Molecular formula: C5H12N3S
Method: DFT, ωB97M-V/def2-TZVPD

- HOMO-LUMO gap: 7.94 eV
- Energy above the lowest of the compared OMol25 structures with the same formula, charge and spin: 4.517 eV
- LUMO energy: -0.200 hartree
- Total charge: +1

Geometry (Å):
1 C -1.90 0.87 -0.76
2 C 1.29 0.06 -0.21
3 C 3.38 -1.34 -0.05
4 C -3.47 0.34 0.93
5 C 1.87 -1.30 -0.18
6 N -0.73 0.70 -1.39
7 N 0.25 0.38 -0.78
8 N -2.12 0.33 0.51
9 S 2.41 1.35 0.51
10 H -2.32 1.94 -0.75
11 H -2.52 0.35 -1.54
12 H 3.62 -1.13 1.00
13 H 3.80 -0.68 -0.76
14 H 3.85 -2.25 -0.16
15 H -3.50 -0.07 1.97
16 H -3.82 1.30 1.01
17 H -4.00 -0.30 0.36
18 H 1.33 -1.85 0.66
19 H 1.70 -1.74 -1.12
20 H -1.51 0.80 1.19
21 H 2.37 2.24 -0.45

***

Entry 9:
Molecular formula: C3H5ClOS
Method: DFT, ωB97M-V/def2-TZVPD

- HOMO-LUMO gap: 9.65 eV
- Energy above the lowest of the compared OMol25 structures with the same formula, charge and spin: 1.872 eV
- SMILES: C=CCl.O=CS
- LUMO energy: 0.025 hartree

Geometry (Å):
1 C 1.68 0.95 -0.15
2 C 1.34 -0.22 0.37
3 Cl 2.02 -1.73 -0.16
4 H 2.41 1.04 -0.94
5 H 1.21 1.85 0.23
6 H 0.62 -0.35 1.17
7 O -0.74 0.54 -0.06
8 C -1.90 0.26 -0.19
9 S -2.57 -1.38 -0.05
10 H -2.69 0.99 -0.42
11 H -1.39 -1.95 0.21

***

Entry 10:
Molecular formula: C2H2O2
Method: DFT, ωB97M-V/def2-TZVPD

- HOMO-LUMO gap (spin up / spin down): 8.29 / 8.18 eV
- Energy above the lowest of the compared OMol25 structures with the same formula, charge and spin: 6.214 eV
- SMILES: C#COO
- LUMO energy (spin up / spin down): -0.047 / -0.050 hartree

Geometry (Å):
1 C -0.69 -1.30 0.61
2 C 0.52 -0.80 -0.01
3 O 1.40 -0.01 -0.33
4 O 0.86 1.41 -0.76
5 H -1.35 -2.15 0.19
6 H 1.49 1.77 -0.08

***

Entry 11:
Molecular formula: C25H27MgN4O9PS
Method: DFT, ωB97M-V/def2-TZVPD

- HOMO-LUMO gap: 5.52 eV
- Energy above the lowest of the compared OMol25 structures with the same formula, charge and spin: 0.175 eV
- LUMO energy: -0.046 hartree

Geometry (Å):
1 Mg 0.63 -0.47 -0.07
2 O 5.24 2.94 -1.82
3 C 4.34 2.23 -1.47
4 C 3.40 1.43 -2.39
5 O 3.46 1.37 -3.59
6 C 2.44 0.77 -1.48
7 C 2.75 1.07 -0.15
8 O 2.05 0.59 0.85
9 C 3.86 2.00 -0.04
10 O 4.32 2.50 0.97
11 O 1.44 0.03 -1.82
12 S 0.25 -7.94 -1.55
13 N -0.88 -6.80 -1.63
14 C -0.31 -5.67 -1.26
15 C -0.98 -4.38 -1.18
16 C -2.32 -4.19 -1.51
17 C -2.86 -2.93 -1.42
18 C -2.03 -1.88 -1.02
19 N -0.75 -2.04 -0.70
20 C -0.23 -3.28 -0.77
21 C 1.20 -3.43 -0.42
22 N 1.84 -2.32 -0.01
23 C 3.13 -2.38 0.25
24 C 3.86 -3.56 0.13
25 C 3.22 -4.71 -0.27
26 C 1.85 -4.65 -0.55
27 C 1.06 -5.80 -0.97
28 N 1.52 -7.03 -1.12
29 H -2.92 -5.04 -1.82
30 H -3.89 -2.73 -1.68
31 H -2.40 -0.86 -0.98
32 H 3.58 -1.45 0.58
33 H 4.92 -3.55 0.34
34 H 3.74 -5.65 -0.37
35 C -1.37 0.23 3.71
36 C -0.97 -1.00 2.93
37 O -0.01 -0.69 1.92
38 H -2.09 -0.04 4.48
39 H -1.82 0.97 3.05
40 H -0.50 0.68 4.19
41 H -1.82 -1.42 2.39
42 H -0.57 -1.79 3.58
43 H 0.78 -0.22 2.25
44 C -4.43 2.27 0.99
45 C -3.24 1.58 0.39
46 O -2.09 2.41 0.55
47 P -0.72 1.97 -0.23
48 O 0.22 3.17 0.26
49 C 0.65 3.31 1.63
50 C 1.33 4.65 1.76
51 O -0.95 2.36 -1.75
52 C -0.93 3.69 -2.32
53 C -2.29 4.34 -2.22
54 H -5.33 1.67 0.87
55 H -4.60 3.24 0.51
56 H -4.28 2.45 2.06
57 H -3.41 1.38 -0.68
58 H -3.06 0.61 0.88
59 H 1.33 2.50 1.86
60 H -0.24 3.24 2.28
61 H 2.23 4.68 1.15
62 H 1.63 4.80 2.80
63 H 0.66 5.46 1.47
64 H -0.63 3.54 -3.36
65 H -0.16 4.27 -1.82
66 H -3.05 3.75 -2.73
67 H -2.26 5.32 -2.69
68 H -2.58 4.47 -1.18

***

Entry 12:
Molecular formula: H4O2
Method: DFT, ωB97M-V/def2-TZVPD

- HOMO-LUMO gap: 12.23 eV
- Energy above the lowest of the compared OMol25 structures with the same formula, charge and spin: 0.388 eV
- SMILES: O.O
- LUMO energy: 0.030 hartree

Geometry (Å):
1 O -1.68 -0.12 0.02
2 H -1.22 0.75 0.29
3 H -2.52 0.19 -0.41
4 O 1.73 0.13 -0.05
5 H 2.36 -0.68 -0.12
6 H 1.01 -0.34 0.47

***

Q: Which energy values were calculated for the entries above? A: -1019.38763; -319.81961; -347.76502; -590.84769; -1116.40417; -642.05364; -3535.64335; -759.76784; -1050.85678; -227.61943; -2804.90547; -152.86069, in hartree.